Entry from the OMol25 dataset: C24H28IN4O3SY as an isolated structure (wB97M-V/def2-TZVPD).

Output
Energy relative to the best compared isomer or geometry (same formula, charge and spin) = 85.56 kJ/mol
HOMO energy = -7.424 eV
Frontier orbital gap = 6.99 eV
LUMO level = -0.4 eV

Last column: Löwdin charge in e.
CARTESIAN COORDINATES (ANGSTROEM)
1 I -4.10551 3.72488 0.14750  0.6504
2 Y -1.04573 2.76089 -0.15869  1.2002
3 S 1.79280 2.63420 -0.37493  0.6616
4 O 0.79615 -0.38128 -4.10363  0.1321
5 O -0.93860 1.89349 1.84117  -0.2401
6 O -1.09848 2.24470 -2.31264  -0.2602
7 N -2.27280 0.13705 1.17843  0.0683
8 N 1.45369 0.90286 -2.36996  0.1149
9 N 1.82051 0.00216 -0.25914  0.0540
10 N -2.03181 0.64974 -0.10291  -0.0886
11 C 1.99428 -1.35397 1.76151  -0.2291
12 C -1.48023 0.90833 5.84616  -0.0855
13 C 4.55477 -3.15666 -2.38238  -0.0772
14 C -2.78674 0.13321 -1.03377  -0.3372
15 C -2.23874 4.86137 0.11147  -0.7389
16 C -2.73285 0.53935 -2.40824  -0.0332
17 C -1.32159 1.25786 4.51301  -0.0278
18 C 3.14111 -2.22800 1.26612  -0.0926
19 C 2.30701 -2.59711 -3.01567  -0.0149
20 C -1.96033 1.51270 -2.97319  -0.4571
21 C -2.53628 -0.71111 3.85549  -0.0333
22 C 2.59881 -1.24851 -2.83807  -0.1746
23 C -1.67357 0.84714 2.08442  -0.4767
24 C 4.85321 -1.80874 -2.22488  -0.0701
25 C 1.53739 -0.24919 -3.16172  -0.3879
26 C -2.69084 -1.05840 5.18684  -0.0868
27 C -2.16353 -0.24869 6.18583  -0.0967
28 C 1.69444 1.06217 -1.03267  -0.7834
29 C -2.05179 1.82404 -4.43628  -0.0178
30 C -3.81439 -0.90766 -0.69004  -0.0353
31 C 3.28357 -3.55134 -2.77338  -0.0665
32 C 2.01864 0.05364 1.19065  -0.2027
33 C -1.84881 0.45207 3.50924  -0.1480
34 C 3.87547 -0.85272 -2.44182  -0.0316
35 H 2.03196 -1.26916 2.84803  0.1161
36 H -3.41691 0.02346 -3.06657  0.0975
37 H -2.25623 5.41751 1.04948  -0.0761
38 H 1.22708 0.67036 1.61902  0.0898
39 H -4.37471 -1.20838 -1.57109  0.0708
40 H 3.11371 -2.38614 0.18391  0.0491
41 H -3.33878 -1.77865 -0.23770  0.0810
42 H 5.85053 -1.50484 -1.93462  0.1095
43 H 5.31915 -3.90191 -2.20319  0.1080
44 H 4.10735 -1.77577 1.50101  0.0817
45 H 4.10283 0.20024 -2.32376  0.1236
46 H 2.97015 0.54965 1.39515  0.1201
47 H -1.09265 1.59538 -4.90366  0.0773
48 H -0.79142 2.15822 4.23421  0.1100
49 H 3.10867 -3.21284 1.73291  0.0767
50 H -2.38971 5.58413 -0.69092  -0.0771
51 H 1.72941 -0.91476 -0.67202  0.1316
52 H -4.49225 -0.50996 0.06630  0.0844
53 H -1.07070 1.54386 6.62185  0.1004
54 H 0.86428 1.63725 -2.75699  0.1171
55 H -2.24167 2.89093 -4.56301  0.0884
56 H -2.28932 -0.52098 7.22657  0.0988
57 H 1.31790 -2.88096 -3.35180  0.1245
58 H 3.05627 -4.60159 -2.90020  0.1085
59 H -3.22609 -1.96276 5.44861  0.0996
60 H 1.02751 -1.81298 1.53253  0.1161
61 H -2.83007 1.25007 -4.93477  0.0802
62 H -2.94554 -1.32785 3.06691  0.1047



Entry from the OMol25 dataset: one molecule with the formula C17H18N8O2S (wB97M-V/def2-TZVPD).

Output
Energy relative to the best compared isomer or geometry (same formula, charge and spin) = 0.00 kJ/mol
HOMO energy = -8.173 eV
Frontier orbital gap = 8.62 eV
LUMO level = 0.5 eV

Last column: Löwdin charge in e.
CARTESIAN COORDINATES (ANGSTROEM)
1 S -1.02019 3.18211 -0.27183  0.9835
2 O -4.53512 -2.28437 -0.74008  -0.0100
3 O -5.70014 -1.35124 0.94019  0.0813
4 N 4.33601 0.24746 -0.81051  0.1279
5 N -3.05854 1.95048 0.75811  0.1111
6 N 0.62771 0.94753 0.54013  0.1500
7 N -1.95825 0.83195 -1.01681  0.0622
8 N 2.68638 -0.19412 0.78956  0.1784
9 N 2.34749 1.29538 -1.01604  0.1685
10 N 0.96275 -0.51739 2.26192  0.1691
11 N -4.86798 1.05535 1.82084  0.1808
12 C 1.44271 0.09678 1.17046  -0.4363
13 C -2.80924 -0.16661 -0.90719  -0.0485
14 C 3.09587 0.43110 -0.30808  -0.3613
15 C 5.39932 -0.53058 -0.36862  -0.2307
16 C 6.43332 -2.08567 1.14048  -0.0864
17 C -3.83540 -0.19874 0.03270  -0.0449
18 C 6.58371 -0.48512 -1.10475  -0.0366
19 C -2.11889 1.84039 -0.16072  -0.6899
20 C 7.60799 -2.03804 0.40913  -0.1055
21 C -6.68072 -3.10602 -1.55507  -0.0601
22 C 1.13293 1.50703 -0.54354  -0.4155
23 C -4.78264 -1.30550 0.13962  -0.4420
24 C 0.26861 2.44955 -1.31914  -0.3899
25 C 5.33171 -1.34082 0.76138  -0.0288
26 C 7.67731 -1.23368 -0.71648  -0.0946
27 C -3.92868 0.94633 0.87984  -0.3188
28 C -5.42921 -3.39607 -0.73845  -0.2139
29 H -4.85687 -4.21807 -1.17334  0.1241
30 H -4.90581 1.89517 2.37059  0.1149
31 H -5.69947 -3.63463 0.29572  0.1212
32 H 8.58805 -1.18831 -1.29528  0.1016
33 H 8.46339 -2.62248 0.71235  0.0970
34 H 1.56964 -1.10257 2.80568  0.1043
35 H 6.64103 0.14213 -1.98357  0.1076
36 H -2.67529 -0.98223 -1.60510  0.1274
37 H -6.41018 -2.81998 -2.56871  0.0785
38 H 4.49953 0.79450 -1.64631  0.1452
39 H -5.54634 0.31027 1.90836  0.0874
40 H 6.37178 -2.71104 2.01907  0.1014
41 H -7.24323 -2.29584 -1.09743  0.0747
42 H -0.23653 1.90298 -2.11636  0.0767
43 H 0.86666 3.25735 -1.73529  0.0789
44 H -7.30646 -3.99318 -1.58990  0.0773
45 H 4.41556 -1.37361 1.32523  0.0773
46 H 0.05758 -0.24996 2.60268  0.1054